[1]
The following is a quantum chemistry calculation of H44LiO22 as an isolated structure, from the OMol25 dataset.

```
67
Properties=species:S:1:pos:R:3:lowdin_charge:R:1
Li -6.67848 6.11010 -1.29629 0.68
O -4.90377 9.33616 0.59314 -0.02
H -4.01154 9.03729 0.41756 0.08
H -4.79259 10.18390 1.02348 0.08
O -3.17846 2.33613 1.41566 -0.06
H -3.40075 3.19200 1.04917 -0.03
H -3.19350 2.46966 2.36339 0.03
O -6.55245 6.87862 -5.46344 -0.02
H -6.73509 6.26015 -6.17082 0.08
H -6.99572 7.68443 -5.72877 0.08
O -8.68317 5.07433 -1.12265 -0.05
H -8.64016 4.17552 -1.44903 0.01
H -9.44683 5.08382 -0.54560 0.03
O -5.89440 4.86481 -2.54510 -0.07
H -5.26454 5.10977 -3.22296 0.01
H -5.90517 3.90782 -2.56203 0.03
O -6.16919 4.99998 0.39509 -0.10
H -6.74069 4.71949 1.10988 -0.01
H -5.28535 4.94356 0.75823 0.03
O -8.23966 7.73697 2.81370 -0.01
H -8.87055 7.33120 2.21909 0.01
H -8.31325 7.23137 3.62314 0.06
O -6.60166 7.69400 -2.64285 -0.05
H -6.73784 7.67109 -3.59003 0.02
H -6.48666 8.62221 -2.43931 0.03
O -2.91222 4.83136 0.29886 -0.03
H -2.55249 5.12669 -0.53757 0.01
H -2.63116 5.49508 0.92872 0.06
O -6.78820 1.10734 0.18831 -0.03
H -7.39144 1.30615 -0.52779 -0.01
H -7.16780 1.54487 0.95035 0.01
O -2.19617 5.28723 -2.49242 -0.03
H -2.30795 4.37679 -2.76594 0.06
H -3.04420 5.69581 -2.66603 0.00
O -4.15900 6.32841 -4.29669 -0.05
H -3.54200 6.43504 -5.02069 0.07
H -4.99568 6.63360 -4.64748 -0.02
O -9.63196 2.33312 -0.80243 -0.05
H -9.34742 2.70414 -1.63767 -0.04
H -9.72478 1.39622 -0.97519 0.05
O -5.60221 1.58617 -3.06916 -0.02
H -5.03175 1.09326 -3.65894 0.07
H -5.74035 1.00110 -2.32429 0.05
O -8.27467 2.72611 -2.93817 -0.02
H -8.76111 2.30008 -3.64395 0.09
H -7.47154 2.21187 -2.85583 0.02
O -5.19681 10.90468 -2.76706 -0.05
H -5.91375 10.73221 -2.15675 -0.03
H -5.00286 11.83502 -2.65268 0.04
O -9.94052 8.41893 0.10187 -0.02
H -9.47353 7.58877 0.19673 -0.01
H -10.59123 8.25171 -0.57992 0.05
O -7.63394 3.54541 2.11871 -0.01
H -8.57290 3.55092 1.93281 0.04
H -7.54885 4.03135 2.93899 0.07
O -9.61834 5.85230 -3.50324 -0.05
H -8.91994 5.68403 -4.13581 0.01
H -9.25580 5.56797 -2.66421 -0.04
O -10.40052 5.26313 1.26148 -0.02
H -10.69424 4.36642 1.42233 0.06
H -10.96010 5.80276 1.81995 0.06
O -6.90106 7.51926 0.25040 -0.10
H -6.11579 8.06656 0.25673 0.00
H -7.24857 7.58788 1.13965 0.02
O -7.26059 10.15566 -0.90715 -0.04
H -6.40007 10.24225 -0.49699 0.00
H -7.51127 9.24547 -0.74916 0.00
```

Values from the calculation:
total charge	+1
HOMO level	-12.6	eV
energy relative to the best compared isomer or geometry (same formula, charge and spin)	0.886	eV

[2]
The following is a quantum chemistry calculation of a 23-piece molecular cluster, H46O23 overall, from the OMol25 dataset.

```
69
Properties=species:S:1:pos:R:3:lowdin_charge:R:1
O -1.22804 3.89697 1.13353 -0.03
H -1.92927 4.52631 0.96489 0.07
H -1.00368 4.02879 2.05468 0.00
O 4.49213 -2.65378 -0.56345 -0.03
H 4.10724 -3.27302 -1.18364 -0.02
H 4.89582 -1.98261 -1.11372 0.03
O -0.75474 4.05425 3.73969 -0.03
H -1.28108 4.85375 3.74060 0.06
H -0.91869 3.65801 4.59546 0.07
O 2.50596 -3.76565 -2.31948 -0.03
H 1.85244 -4.39316 -2.62829 0.08
H 3.29769 -3.98167 -2.81216 0.07
O -2.02300 -2.87133 -1.91527 -0.05
H -2.22120 -1.93985 -1.81895 0.01
H -1.39410 -2.90961 -2.63586 -0.01
O -0.04982 0.39465 0.60005 -0.03
H 0.28286 -0.45544 0.31213 0.00
H 0.08077 0.97101 -0.15293 0.02
O -3.12782 -0.07489 -2.13585 -0.04
H -3.89861 0.44808 -2.35636 0.05
H -2.66216 0.44755 -1.48282 -0.01
O -1.56969 -2.38653 1.30357 -0.03
H -1.05374 -2.53366 0.51086 0.01
H -2.17903 -1.68728 1.06698 0.02
O 0.80148 -1.77225 -0.79046 -0.02
H 1.21848 -2.63064 -0.71627 0.05
H 1.25765 -1.34573 -1.51587 0.01
O 0.02328 3.99726 -1.23518 -0.06
H -0.13237 3.15155 -1.65564 -0.02
H -0.48419 3.95922 -0.42446 -0.03
O 2.92359 4.10632 -2.28921 -0.04
H 2.92278 3.40190 -2.93730 0.05
H 2.05696 4.50520 -2.36723 0.03
O -2.90794 1.55576 0.06074 -0.04
H -3.13042 2.23537 -0.57555 0.06
H -2.33953 1.99568 0.69289 0.03
O 1.72430 -1.21086 -3.38607 -0.04
H 2.41842 -0.88751 -3.96041 0.08
H 1.94175 -2.13180 -3.24180 0.01
O -4.18666 -0.93863 0.95184 -0.04
H -3.91815 -0.02038 0.98276 0.00
H -4.51681 -1.06229 0.06193 0.04
O 4.89895 0.70108 2.64778 -0.06
H 5.45674 1.45463 2.84082 0.02
H 4.09017 0.87121 3.13065 -0.04
O 2.48106 1.22780 3.88202 -0.02
H 2.28320 0.73476 4.67826 0.06
H 2.61221 2.12697 4.18288 0.06
O 0.14156 1.48774 -2.59412 -0.02
H -0.15775 1.80869 -3.44478 0.06
H 0.65420 0.70589 -2.79944 0.02
O 3.73474 4.28723 0.24955 -0.07
H 3.39243 4.30736 -0.64412 -0.04
H 3.37473 5.07231 0.66219 0.02
O -2.06107 -4.41079 3.05437 -0.07
H -1.34340 -4.78408 3.56608 0.02
H -1.64577 -3.74001 2.51232 -0.03
O -0.77555 0.83748 3.25549 -0.04
H 0.12180 0.82465 3.58838 0.02
H -0.67873 0.93498 2.30820 0.00
O -0.47549 -2.85656 -4.26999 -0.03
H 0.20264 -2.18670 -4.18248 0.00
H -0.14273 -3.44820 -4.94487 0.06
O -2.27647 -5.39208 -0.94455 -0.07
H -2.03406 -4.47216 -0.83861 -0.02
H -2.38515 -5.50440 -1.88891 0.02
O -3.37253 0.25574 4.02181 -0.07
H -2.43695 0.41443 3.89638 -0.03
H -3.55133 -0.53721 3.51635 0.02
```

Values from the calculation:
total charge	0
HOMO level	-9.7	eV
energy relative to the best compared isomer or geometry (same formula, charge and spin)	3.203	eV

[3]
The following is a quantum chemistry calculation of H46O25V as an isolated structure, from the OMol25 dataset.

```
72
Properties=species:S:1:pos:R:3:lowdin_charge:R:1
O -0.45058 -1.27636 -0.89281 -0.30
V -0.81204 0.06245 -0.02022 0.95
O 0.48280 -0.00942 1.00154 -0.30
O -2.72368 0.34352 -1.03861 -0.07
H -3.60878 0.50928 -0.71404 0.08
H -2.85326 -0.01504 -1.91661 0.00
O 1.92465 4.32683 3.50041 -0.02
H 2.31740 3.46643 3.35310 0.02
H 2.47911 4.93138 3.00711 0.07
O 2.70788 1.55072 2.81537 -0.03
H 2.02422 1.06253 2.35657 0.01
H 3.45056 0.94789 2.85085 0.03
O 3.07040 -2.47704 4.15655 -0.05
H 3.74805 -2.87594 4.70235 0.04
H 3.55364 -1.94367 3.52549 -0.02
O -4.11158 3.15797 0.38565 -0.03
H -4.65711 3.94206 0.44742 0.07
H -4.07003 2.82333 1.28149 0.05
O -2.90204 -0.48103 -3.50586 -0.01
H -3.04233 -0.12315 -4.38248 0.07
H -3.06880 -1.41888 -3.59999 0.08
O -0.97107 1.99202 -4.51712 -0.04
H -0.20492 2.00725 -5.09072 0.05
H -1.07060 1.07157 -4.27403 -0.02
O 2.80204 -4.29532 -3.01142 -0.06
H 1.95224 -4.23773 -2.57465 -0.01
H 2.82133 -5.17699 -3.38360 0.03
O 0.91767 3.87264 -0.64706 -0.04
H 0.14716 4.43885 -0.69146 0.00
H 0.94494 3.57537 0.26240 0.02
O -1.75545 4.77871 -1.23968 -0.02
H -2.23046 5.60083 -1.11840 0.05
H -2.43856 4.10881 -1.26836 0.03
O -0.21923 4.45088 2.05077 -0.04
H 0.51578 4.53803 2.65772 -0.02
H -0.79070 5.19023 2.25818 0.06
O 4.66814 -1.09840 2.17428 -0.04
H 5.15409 -1.86776 1.87740 0.05
H 4.63708 -0.52416 1.40908 0.03
O -2.19302 -0.87953 1.46908 -0.05
H -2.53983 -0.55651 2.30070 0.03
H -2.46394 -1.79699 1.43623 0.02
O 3.91406 -1.88771 -0.73534 -0.04
H 3.51102 -2.72993 -0.94619 0.01
H 4.04923 -1.46706 -1.58446 0.03
O -1.47556 2.12465 0.75379 -0.06
H -2.37449 2.39650 0.56869 0.00
H -1.13434 2.80402 1.33540 0.04
O -2.27918 -3.58761 1.43288 -0.01
H -2.07268 -4.08307 0.64035 0.03
H -2.59770 -4.24542 2.05099 0.07
O 0.82121 -3.38214 2.02486 -0.04
H 1.61569 -3.04802 2.44130 0.02
H 0.12293 -3.18892 2.65041 0.04
O -1.69396 -5.90562 -0.78213 -0.03
H -1.53858 -6.49204 -1.52254 0.05
H -2.61445 -5.65584 -0.86287 0.03
O 0.04917 1.43268 -1.70354 -0.04
H -0.34299 1.53410 -2.57081 0.03
H 0.62250 2.19332 -1.60897 0.04
O -0.15897 -0.43920 -5.58249 -0.03
H 0.04406 -1.31760 -5.26087 0.05
H -0.83327 -0.57710 -6.24772 0.05
O 3.99724 2.21527 -0.55136 -0.04
H 3.81018 1.77224 -1.37898 0.03
H 4.82254 2.67474 -0.70629 0.03
O -3.71430 -0.40397 3.83815 -0.02
H -3.77450 0.13610 4.62615 0.06
H -4.62078 -0.50853 3.54903 0.05
O 1.20807 -4.20663 -0.57405 -0.05
H 0.31037 -4.18140 -0.90531 0.01
H 1.18627 -3.67146 0.21926 -0.01
```

Values from the calculation:
total charge	+1
HOMO level	-12.3	eV

[4]
The following is a quantum chemistry calculation of a 24-piece molecular cluster, H48O24 overall, from the OMol25 dataset.

```
72
Properties=species:S:1:pos:R:3:lowdin_charge:R:1
O 9.76498 12.44274 8.12918 -0.04
H 9.34318 11.65964 7.73933 0.03
H 9.98584 12.15927 8.99388 -0.03
O 14.72468 9.27792 10.84909 -0.04
H 15.50622 9.45760 10.28532 0.05
H 14.36982 8.43449 10.83955 -0.03
O 12.56075 13.83657 9.72404 0.00
H 13.07012 13.54385 10.46183 0.01
H 12.88428 13.59314 8.89034 0.00
O 6.71955 8.06748 9.08007 -0.04
H 5.87280 8.50376 9.05532 0.05
H 7.11828 8.60405 9.76670 -0.02
O 18.32342 11.36249 11.42507 -0.03
H 18.81206 12.10198 11.09817 0.02
H 18.97151 10.67102 11.47206 0.05
O 12.23742 10.26870 9.75606 -0.07
H 13.18375 10.38120 10.09199 0.07
H 11.95469 11.17787 9.55473 0.03
O 11.87034 11.32959 13.05071 -0.03
H 12.76880 11.15062 12.86633 0.00
H 11.40067 11.45049 12.20733 0.00
O 16.07622 11.20129 12.96432 -0.06
H 15.89305 10.40010 12.42918 0.04
H 16.95505 11.50039 12.72653 0.01
O 7.59312 9.32744 11.32809 -0.05
H 8.47259 8.94334 11.47517 0.04
H 7.50936 9.73523 12.19255 0.02
O 7.10971 11.49624 13.03317 -0.07
H 7.74461 12.23421 12.92826 0.00
H 6.38490 11.86949 13.58962 0.07
O 17.66426 13.65040 9.91741 -0.04
H 17.99393 14.06043 9.12194 0.04
H 16.99520 14.31254 10.13024 0.02
O 17.27714 12.77452 6.74233 -0.08
H 17.16317 11.85310 7.08139 0.04
H 16.76299 12.89147 5.93425 0.03
O 10.03227 15.26108 10.40350 -0.06
H 10.80816 14.73654 10.11660 0.01
H 9.39349 15.34149 9.68833 0.05
O 14.45182 13.17325 7.00412 -0.05
H 13.56489 13.26505 6.65318 -0.01
H 14.85921 14.03214 7.04688 0.04
O 8.50000 9.89754 8.10248 -0.08
H 9.19792 9.24992 7.92516 0.02
H 7.71602 9.31059 8.32590 0.02
O 12.77117 7.17731 10.66764 -0.07
H 11.99226 7.49189 11.20335 0.04
H 12.50955 7.02604 9.75575 0.03
O 15.09334 15.23767 10.42938 -0.04
H 14.47561 15.36659 9.74374 0.00
H 14.77701 14.52424 10.99455 -0.02
O 14.45677 13.07191 11.96618 -0.06
H 15.17066 12.39706 12.12067 0.03
H 14.16566 13.39946 12.80411 0.06
O 9.76382 11.51499 10.94172 -0.04
H 9.08604 10.80644 10.86953 0.05
H 9.27168 12.29579 11.13587 0.01
O 11.21284 8.27252 8.21355 -0.03
H 11.39052 8.85784 8.91299 -0.04
H 11.76384 8.69430 7.55723 0.05
O 11.77514 13.08382 6.34769 -0.07
H 11.55398 12.47451 5.59436 0.09
H 11.15367 12.93504 7.05623 -0.02
O 15.90018 11.21073 8.93887 -0.10
H 15.27582 11.71002 8.34311 0.03
H 16.51602 11.91919 9.29126 0.03
O 9.04580 13.53544 12.81257 -0.05
H 9.88809 13.42856 13.21996 0.04
H 9.24673 14.24959 12.14996 0.06
O 10.63592 8.81206 12.02885 0.00
H 11.14584 9.45858 11.58718 -0.02
H 10.89051 9.02832 12.89921 0.04
```

Values from the calculation:
total charge	0
HOMO level	-11.1	eV
energy relative to the best compared isomer or geometry (same formula, charge and spin)	0.864	eV

[5]
The following is a quantum chemistry calculation of H4I2Si2 as an isolated structure, from the OMol25 dataset.

```
8
Properties=species:S:1:pos:R:3:lowdin_charge:R:1
Si -1.46683 0.02650 -0.56783 0.53
Si 1.04947 -0.02736 0.72270 -0.43
I 2.40014 -1.94162 -0.00729 0.26
I 2.34879 2.06440 -0.01777 0.17
H -1.45071 0.96584 -1.72171 -0.12
H -1.65223 -1.33998 -0.97747 -0.15
H -2.57632 0.36525 0.31670 -0.15
H 1.34768 -0.11304 2.25266 -0.13
```

Values from the calculation:
total charge	0
HOMO level	-9.3	eV
energy relative to the best compared isomer or geometry (same formula, charge and spin)	0.742	eV

[6]
The following is a quantum chemistry calculation of a 2-piece molecular cluster, H4I2Si2 overall, from the OMol25 dataset.

```
8
Properties=species:S:1:pos:R:3:lowdin_charge:R:1
Si 2.08625 -0.80432 -0.10566 0.18
Si -2.49185 1.58442 -0.48511 0.07
I -4.66587 0.48065 -0.01817 0.11
I -0.27243 -1.67008 -0.02919 0.23
H 2.14215 0.14329 -1.31379 -0.10
H 2.15742 0.10171 0.92015 -0.19
H 3.04840 -2.02139 0.14646 -0.08
H -2.00406 2.18573 0.88532 -0.23
```

Values from the calculation:
total charge	0
HOMO level	-8.4	eV
energy relative to the best compared isomer or geometry (same formula, charge and spin)	1.980	eV

[7]
The following is a quantum chemistry calculation of an isolated molecule of H4INP2, from the OMol25 dataset.

```
8
Properties=species:S:1:pos:R:3:lowdin_charge:R:1
N -1.37874 0.88532 -0.02697 -0.84
P 1.01186 -1.36935 -0.47811 0.40
P 0.33753 0.68717 -0.75662 0.42
I -2.89918 -0.50925 -0.35558 0.58
H -1.25493 0.95803 0.92105 -0.13
H 2.30961 -0.84630 -0.65427 -0.18
H 1.08770 -1.29957 0.99833 -0.14
H 0.78616 1.49395 0.35215 -0.10
```

Values from the calculation:
SMILES	[PH2]#[PH]NI
total charge	0
HOMO level	-8.8	eV
energy relative to the best compared isomer or geometry (same formula, charge and spin)	0.593	eV

[8]
The following is a quantum chemistry calculation of an isolated molecule of H4INP2, from the OMol25 dataset.

```
8
Properties=species:S:1:pos:R:3:lowdin_spin:R:1
N 1.24729 0.04137 -0.65689 0.74
P -1.82083 -0.01280 0.63879 0.04
P -0.05079 1.13389 -0.10096 0.07
I 3.20212 0.30337 0.17564 1.12
H 1.13402 -0.86152 -0.22451 0.01
H -1.67808 -1.06531 -0.26147 0.00
H -1.38070 -0.57027 1.76800 0.00
H -0.65303 1.03126 -1.33861 0.02
```

Values from the calculation:
total charge	0
HOMO level (spin up / spin down)	-6.8 / -9.3	eV
⟨S²⟩	2.011
spin multiplicity	3
energy relative to the best compared isomer or geometry (same formula, charge and spin)	0.921	eV